Entry 1:
A 8-piece molecular cluster, C38H69F2N9O15 overall. Source: the Open Molecules 2025 dataset; level of theory: ωB97M-V/def2-TZVPD.

ORCA input file:
```
! RIJCOSX wB97M-V def2-TZVPD def2/J DEFGRID3
* xyz 0 1
F -2.39522 2.88559 5.30622
F -1.94156 -1.77773 7.26863
O 5.00892 -3.85326 -0.61742
O 3.53668 0.88270 -5.55466
O -0.07397 4.06586 -5.27928
O -3.22791 8.45605 -1.48616
O 3.52495 -0.98008 -6.64211
O -1.48591 9.20233 -0.45595
O -0.91275 -6.35045 -1.96219
O -2.46677 -5.88587 6.02392
O 4.28134 -1.82402 -0.52035
O -3.39905 -6.81622 -6.81856
O -1.35390 -6.13136 -6.77475
O 1.02614 -5.39739 -1.96475
O 1.34810 3.61205 -6.83349
O -3.52189 -1.12139 5.94828
O -4.51649 -6.44402 6.39569
N -2.60549 8.73217 -0.48290
N 1.36122 2.61817 2.41209
N 3.22364 0.18539 -6.50177
N 1.02247 4.14121 -5.78394
N 1.99885 0.10373 3.55496
N -3.64673 -5.63035 6.16182
N 0.27315 -6.30589 -1.69440
N -2.32973 -6.64468 -6.26881
N 4.99097 -2.73821 -0.14598
C 0.06133 0.23313 4.98738
C -4.04016 -4.20014 6.03058
C -0.96754 2.77401 -1.31603
C -1.86814 -0.75144 1.71325
C -2.84376 -1.29493 0.64293
C -1.55133 2.32647 -2.66596
C -0.38104 -2.16511 3.28629
C -1.02998 0.93207 5.44896
C -0.04518 -2.34281 4.76544
C 2.37713 1.01253 -0.87567
C -2.21829 -7.10969 -4.85922
C 2.40099 1.91421 2.04016
C 2.75291 0.38835 -2.21088
C -2.54379 -0.84580 6.53964
C 5.92186 -2.47597 0.98698
C 0.44526 -1.10794 5.54665
C -1.32189 2.18881 4.85357
C -0.07366 4.02505 -1.39362
C 0.73424 1.38791 -3.49784
C 3.62512 1.49936 -0.14133
C -0.54133 2.74204 3.85879
C -0.74684 5.31672 -0.92379
C -2.95629 -2.81528 0.51438
C 0.88708 0.79398 3.96157
C 0.83233 -7.46944 -0.95042
C -0.58013 -2.85365 -0.55864
C -1.95421 0.52634 6.58312
C 2.71702 0.65892 2.62262
C -1.77825 -1.57791 3.01131
C 1.58533 0.13515 -3.16129
C -3.27702 8.46364 0.81857
C -0.78452 1.19332 -3.35274
C 0.59139 2.04494 3.39223
C -1.67549 -3.61077 0.19255
C 3.29612 2.48498 0.98194
C 2.04838 4.93452 -5.05601
C 2.40307 0.82644 -7.56554
C 0.32328 6.33259 -0.50943
H -1.43537 5.11231 -0.10674
H -0.89131 -2.82364 5.25397
H 0.91416 -0.63658 -2.77977
H 5.79959 -1.44623 1.30236
H -1.97951 -4.42372 -0.46370
H -0.43935 1.92812 -0.87925
H -1.40157 0.63635 7.51910
H -2.56027 -0.86474 -0.31585
H 1.47582 0.26714 -7.64751
H -2.53533 -2.35463 3.05358
H 1.66928 5.94806 -4.96515
H -5.11120 -4.12203 6.17398
H -2.22857 0.24406 1.97243
H -0.35027 -3.16733 2.86064
H 0.22944 4.16320 -2.43145
H 5.66459 -3.16614 1.78459
H -3.49647 7.40077 0.85534
H -1.31410 -4.08357 1.10462
H 1.74084 1.88157 -1.02836
H 3.48361 0.99663 -2.74407
H 0.90753 5.90013 0.30198
H -0.87788 -0.59006 1.29459
H 0.76435 -3.06911 4.80043
H -3.50146 -3.64452 6.78768
H -1.22104 -6.89406 -4.49871
H 2.17158 4.47717 -4.07812
H 0.28527 -7.54886 -0.01570
H 6.92969 -2.65935 0.62755
H -3.44966 -3.18957 1.40752
H -0.11164 7.27939 -0.21892
H -1.68473 3.17650 -3.33414
H -2.41709 -8.17735 -4.85820
H 0.03589 -3.58821 -1.07201
H 0.83888 3.86105 -0.81735
H -2.96434 -6.57738 -4.27801
H 0.08750 -2.30686 0.10128
H -3.65851 -2.99951 -0.29906
H 2.21390 1.85272 -7.26116
H -2.79733 1.19734 6.62116
H -4.19206 9.04748 0.83804
H 0.35405 -1.58652 2.73160
H -1.99229 -0.90697 3.84112
H -1.02736 -2.19284 -1.29575
H -2.60548 8.75562 1.61710
H 1.88642 -7.28873 -0.77720
H 4.26476 2.03619 -0.84152
H -3.75236 -3.87161 5.03724
H -1.19515 1.11366 -4.35960
H 0.92848 1.62680 -4.54198
H 2.00667 -0.25764 -4.08064
H 0.08032 -1.14923 6.56994
H 2.96982 0.76991 -8.49059
H -1.80299 3.00988 -0.65766
H -1.02261 0.24561 -2.87278
H 1.10982 2.22440 -2.91476
H -3.83794 -0.91144 0.86475
H -2.55024 1.93900 -2.46221
H 1.83861 0.29015 -0.26171
H 1.52524 -1.14816 5.60920
H 3.59836 0.12691 2.29194
H 2.97088 4.90597 -5.62330
H 0.67831 -8.35223 -1.56347
H 4.20623 0.65531 0.21946
H 2.82398 3.37413 0.58060
H 3.20867 -0.58239 -2.00783
H -1.26655 5.74882 -1.77749
H 1.01435 6.46315 -1.33916
H -0.78540 3.70176 3.42977
H 4.23745 2.72508 1.48263
*
```

Values from the calculation:
E_HOMO: -0.3372 Eh
Lowest unoccupied orbital energy: -0.40 eV
E_tot: -3309.82120 hartree
Orbital gap: 8.78 eV


Entry 2:
A 15-piece molecular cluster, C65H160Cl10N10O20 overall. Source: the Open Molecules 2025 dataset; level of theory: ωB97M-V/def2-TZVPD.

ORCA input file:
```
! RIJCOSX wB97M-V def2-TZVPD def2/J DEFGRID3
* xyz 0 1
Cl -1.92098 -0.41712 4.25951
Cl 5.51665 -1.83652 3.77202
Cl 6.55607 -7.17008 3.51602
Cl 4.00780 -6.54226 2.20719
Cl 3.89156 -2.05674 -2.14780
Cl -3.44852 0.03619 1.73944
Cl -0.05257 -8.17832 1.19177
Cl 1.99954 -0.48307 -3.74124
Cl -1.49612 -8.57809 -1.15791
Cl 6.31870 -3.06913 1.23410
O 2.47729 3.88657 2.73222
O -5.38470 -1.58815 -2.25151
O 0.20721 -3.32846 4.21194
O -8.17429 5.85115 -4.27950
O 3.20597 4.03646 -1.56211
O 2.20925 -6.75903 -2.55372
O 8.93968 3.11116 1.57234
O -5.14776 0.75258 -4.66253
O 0.50073 0.33118 1.13182
O 3.04986 8.45336 -5.76510
O -6.57530 -7.20062 -1.19713
O -6.00604 -2.46218 4.44674
O -0.73071 3.23034 -4.32315
O 6.79948 1.61930 -4.10829
O -2.95441 -6.31768 3.53588
O -3.78461 4.37611 0.23473
O -0.72417 -4.00111 -0.21719
O -0.70351 -4.20506 7.47960
O 4.05575 4.82534 -7.18696
O 1.56485 -0.79395 10.62042
N -5.55627 4.43576 -2.09114
N -6.64479 -4.13851 -0.96180
N -0.31553 -1.24767 8.59459
N 4.85972 6.64704 -5.03762
N 1.51895 5.28681 0.10912
N -3.56424 4.14302 -4.78913
N -4.57420 -4.01133 2.54969
N 1.89708 -4.44263 -0.82738
N 7.81515 1.26551 -1.50525
N 1.85103 -1.20911 3.00212
C -2.08675 -0.88966 2.51453
C 1.89015 0.23428 3.06456
C 1.82426 5.13495 2.64960
C 5.95311 0.75175 -4.87954
C 8.03956 1.02182 -3.89780
C 2.00150 -1.77896 4.34407
C -6.24920 -1.60381 -1.10183
C -4.14650 -0.91707 -1.94007
C 2.25525 -7.34052 -3.89203
C -6.92065 4.71230 -2.42363
C 5.05050 -6.34826 3.68570
C 3.33375 -5.86147 -2.33666
C -0.10331 -7.73388 -0.51630
C 7.78369 2.27780 -0.43699
C 4.19010 3.33569 -2.33008
C -5.86481 -3.37904 2.25790
C -1.57261 -5.35669 7.38054
C 0.15062 1.27628 0.07465
C 10.06022 3.19922 2.37043
C 3.17247 -5.21801 -0.96958
C 2.08663 9.46158 -6.00791
C -0.45035 -1.87728 7.30469
C -7.74965 -5.15974 -0.86371
C 1.57352 -3.22799 4.40748
C -0.11186 -4.74755 4.16696
C -5.47338 3.34977 -1.10455
C 5.52581 5.40528 -5.21050
C 0.58086 -0.15751 8.58206
C -5.05544 2.16315 -4.96237
C 3.17193 3.95780 -6.57721
C 0.25377 -3.39145 0.53876
C -1.41214 -2.98237 7.26485
C -3.11181 -7.74080 3.61049
C 5.25108 7.64711 -6.00994
C -8.73985 4.90219 -5.09472
C 3.91649 3.81680 2.85600
C 2.09788 5.94262 1.25637
C -6.18187 -8.44819 -0.74594
C -1.15588 4.56396 -4.18374
C -2.31834 4.79582 -5.10762
C -3.63651 2.68137 -4.65939
C -4.02528 3.24411 -0.57196
C -2.44562 4.27486 0.79179
C 2.20950 -1.74034 -2.50583
C -6.89903 5.62439 -3.62926
C 1.47299 -4.26513 0.51507
C 1.86931 5.91599 -1.19615
C -7.23810 -2.81159 -1.20976
C -6.08626 -1.36794 5.37976
C 1.82192 -0.70594 12.00364
C 8.65545 1.66172 -2.63262
C -7.30762 -6.42016 -0.20602
C 5.37314 4.83825 -6.60684
C -6.40821 0.27070 -5.06399
C 3.15818 5.43368 -1.78414
C 5.01481 -2.05222 2.09014
C 1.81941 0.82097 1.61923
C 0.96407 0.31649 10.00291
C -1.77824 -3.10824 -0.56896
C -2.95796 -5.73834 2.19908
C 9.08616 2.32222 0.43355
C 4.39306 8.85919 -5.72209
C -4.29417 -5.15672 1.76389
C 0.02314 2.83848 -3.19961
C -6.03151 -2.11322 3.06410
H 2.68483 -0.01567 12.25197
H 4.00566 -4.54089 -0.80446
H 0.11614 2.33203 0.42379
H -5.01041 -5.98217 1.83207
H -0.45115 2.87351 -2.20466
H -6.67105 -4.10332 2.45601
H -7.98347 -2.67220 -0.46957
H 5.01340 7.24583 -6.97546
H 1.74987 9.94984 -5.04937
H 3.48851 -5.10032 -3.11255
H 0.99066 -1.51990 2.56638
H 8.52083 2.76215 -2.82382
H -5.96686 -9.05937 -1.64070
H -6.35187 -0.76629 -4.87903
H 1.02655 -5.25337 0.88068
H -5.82104 2.66785 -4.29635
H 0.11408 -5.12943 5.13261
H 7.63716 3.26014 -0.89297
H -1.39496 4.73532 -3.12620
H -2.69578 -8.28426 2.78062
H 5.13208 4.59778 -4.56272
H 4.75397 9.27996 -4.73929
H 4.11602 -2.63246 2.09202
H 0.40200 1.85492 -3.33926
H 3.06251 -1.63223 4.44990
H -5.12698 -1.54020 2.84759
H -6.02674 -4.44303 -1.68111
H -1.45868 -2.40530 -1.38163
H -3.31304 3.17773 -1.40298
H -8.33635 -5.39293 -1.76955
H -6.77806 -0.65592 -0.95571
H -6.32390 5.20266 -4.46949
H 2.11564 -1.73279 12.28168
H -3.40973 -0.91614 -2.82333
H 1.65464 6.89979 1.41080
H -2.22041 -2.99247 7.98337
H 2.01293 6.98812 -1.04907
H -9.33310 5.41441 -5.91068
H 1.21530 -7.72885 -3.99418
H 6.53968 5.46496 -4.92868
H 5.96809 5.44765 -7.33225
H -7.69571 -2.73190 -2.13660
H -7.01511 -8.89432 -0.24881
H 1.83815 1.91471 1.65886
H 1.61385 -0.35791 8.10518
H -2.46624 3.29570 1.32924
H 0.74355 4.91509 2.73900
H 2.75505 4.37442 -5.62470
H 2.78433 0.56100 3.58237
H 2.46936 10.09384 -6.80244
H 6.90502 0.91065 -1.77637
H 9.62363 1.28552 -2.47260
H -7.32664 3.71971 -2.72280
H -5.21235 5.24769 -1.60769
H -4.14439 -8.00902 3.71827
H 4.84178 -1.11340 1.56280
H 9.40291 1.20092 0.67027
H -6.91026 -1.55405 2.88985
H 4.02701 5.95836 -1.44408
H 3.63635 3.00458 -6.36223
H 4.46801 3.44707 1.96081
H -5.58357 -1.68463 -0.27621
H -6.66444 -6.26944 0.62279
H -5.72840 -1.70908 6.40067
H -2.24279 5.06292 1.55455
H -1.18145 -4.82079 3.96957
H 4.32366 -6.41707 -2.31513
H 4.58621 -6.57973 4.62369
H -1.96226 4.49759 -6.11741
H 0.86181 -0.47297 12.45204
H 2.16949 -3.86114 3.72753
H 4.11257 2.29477 -1.97042
H -7.12048 0.80038 -4.47812
H 6.35197 7.90641 -5.91523
H 9.92027 2.68654 -0.19521
H -0.81151 0.93156 -0.20070
H 0.87198 -7.87376 -1.02465
H -0.15868 -3.33813 1.56616
H 0.06926 0.51056 10.53340
H 3.16556 5.63906 -2.88688
H -9.40536 4.12032 -4.57455
H 2.62032 0.42098 0.95367
H -6.44552 6.58234 -3.32256
H -0.36958 -6.67574 -0.53635
H -2.52688 -3.74140 -1.00044
H -0.31137 5.18736 -4.41278
H 1.26429 8.80410 -6.41013
H -2.60729 -6.47605 1.46726
H -2.52328 5.87802 -5.09785
H 5.04361 1.28736 -5.10092
H 3.03793 -8.17957 -3.98487
H 2.33578 3.81521 -7.28622
H 10.47041 2.27410 2.72000
H -8.50078 -4.71453 -0.17932
H 0.12391 -1.87376 9.29444
H -4.53543 -4.17668 3.56640
H 6.98901 2.01668 0.23663
H -0.91343 -6.15756 7.66010
H 4.22245 4.80291 3.20955
H 1.63331 1.25822 10.02581
H 2.12467 5.76257 3.54315
H 0.75079 1.21184 -0.80084
H -1.62650 4.24831 0.05315
H 0.93996 3.45531 -3.11908
H 5.24251 3.68425 -2.18353
H 5.76327 -0.17091 -4.31184
H 6.41291 0.52334 -5.83341
H 1.10468 0.60742 3.73550
H -6.58630 0.45906 -6.11660
H -5.29646 -8.42120 -0.14077
H -5.84547 2.45775 -1.65012
H -2.18121 -5.00217 2.15295
H 4.51677 9.70001 -6.46126
H 5.31004 -5.29540 3.73189
H 1.64709 -1.39902 -1.62283
H 10.85162 3.75716 1.91708
H -3.92424 2.29244 0.00849
H -2.56313 -8.02483 4.55357
H 9.81382 3.73535 3.29235
H -4.27269 0.13140 -1.67711
H -7.50121 5.16877 -1.59408
H -8.19789 -6.93323 0.10288
H 1.42181 -1.12163 5.10569
H -7.11519 -1.07008 5.44129
H -5.47474 -0.53296 5.06935
H -3.74468 -1.40298 -0.98328
H -4.04092 4.52897 -3.98150
H 3.17106 5.95512 1.22534
H 2.30037 -3.95128 1.11767
H -2.87956 2.16848 -5.23133
H 3.26159 -5.98640 -0.18804
H 0.45816 -2.33428 7.00207
H -6.14657 3.47523 -0.23220
H 4.02983 3.51477 -3.36691
H 1.78447 -2.76771 -2.72739
H -5.18080 2.25809 -6.09984
H 1.06955 5.77028 -1.87452
H 1.09037 -4.96050 -1.37028
H 0.01746 0.51111 7.94210
H -1.17565 -0.60612 2.07860
H 3.81461 6.56037 -5.18412
H 4.14447 3.02481 3.60315
H 1.91950 -3.62723 5.44199
H 2.44176 -6.60045 -4.62611
H -0.74262 -1.10957 6.58428
H 5.72563 3.80676 -6.71273
H -3.44304 2.35412 -3.61173
H 7.95764 -0.03878 -3.67770
H 8.63236 1.06798 -4.73320
H 0.51903 -5.28117 3.50205
H -2.50632 -5.26166 8.03038
H -5.91105 -3.07389 1.19186
H -2.16756 -2.50415 0.27135
H -2.25668 -1.95637 2.43923
H -1.87942 -2.99158 6.30969
H -4.14197 -4.90290 0.74563
H 0.47156 -2.34645 0.18220
H -7.96717 4.30273 -5.55622
H -1.91555 -5.41243 6.32081
H 1.71364 4.25081 0.06343
*
```

Values from the calculation:
E_HOMO: -0.3056 Eh
Lowest unoccupied orbital energy: 0.47 eV
E_tot: -9226.19615 hartree
Orbital gap: 8.78 eV